Formula: C11H22BN7O2Ti
Source: the Open Molecules 2025 dataset
Level of theory: ωB97M-V/def2-TZVPD

Summary:
**⟨S²⟩**: 0.752
**LUMO energy (spin up / spin down)**: -0.1135 / -0.1008 Eh
**2S+1**: 2
**HOMO level (spin up / spin down)**: -11.7 / -12.2 eV
**Charge**: +1

Each line ends with the Löwdin charge.
Geometry (Å):
1 Ti -0.4251 -0.6141 0.3098  1.087
2 N 1.3511 -1.6232 -0.5798  -0.021
3 C 2.7192 -1.3707 -0.0654  -0.186
4 C 2.8231 0.1002 0.2702  -0.182
5 N 1.6323 0.5483 1.0256  -0.104
6 C 1.7816 0.5091 2.4940  -0.178
7 C 1.3680 -0.8332 3.0503  -0.197
8 N 0.0169 -1.1314 2.5350  -0.009
9 H 1.2949 -1.3867 -1.5673  0.105
10 H 1.1271 -2.6141 -0.5270  0.105
11 H 2.8721 -2.0117 0.8007  0.110
12 H 3.4760 -1.6466 -0.7991  0.129
13 H 3.7472 0.3085 0.8143  0.129
14 H 2.8508 0.6723 -0.6547  0.109
15 H 1.4302 1.5043 0.7615  0.109
16 H 2.8015 0.7561 2.7970  0.128
17 H 1.1305 1.2857 2.9024  0.129
18 H 2.0384 -1.6238 2.7167  0.111
19 H 1.3988 -0.8258 4.1397  0.128
20 H -0.2309 -2.1046 2.6790  0.103
21 H -0.6703 -0.5981 3.0606  0.107
22 B -0.0500 1.6005 -2.0316  -0.376
23 N -0.8148 2.1849 -0.8057  -0.061
24 C -1.4490 3.3403 -0.6304  -0.046
25 C -2.0681 3.3367 0.6155  -0.028
26 C -1.7823 2.0858 1.1288  -0.119
27 N -0.9986 1.3934 0.2854  -0.093
28 N -0.8712 0.3748 -2.5505  -0.064
29 C -1.4258 0.1455 -3.7357  -0.052
30 C -2.0826 -1.0794 -3.7006  -0.029
31 C -1.8564 -1.5487 -2.4211  -0.113
32 N -1.1340 -0.6666 -1.7099  -0.063
33 H 0.0387 2.4348 -2.8951  0.084
34 H 1.0308 1.1910 -1.6402  0.058
35 H -1.4070 4.0963 -1.3986  0.134
36 H -2.6548 4.1196 1.0632  0.106
37 H -2.1041 1.6382 2.0562  0.115
38 H -1.3174 0.8740 -4.5233  0.133
39 H -2.6330 -1.5585 -4.4914  0.106
40 H -2.1676 -2.4818 -1.9805  0.114
41 O -1.1314 -2.6879 0.3959  -0.108
42 C -2.2296 -2.2321 0.8088  -0.443
43 O -2.3306 -0.9806 1.0331  -0.119
44 H -3.0950 -2.8804 0.9639  0.154

Cartesian forces, eV/Å:
0.718 -0.243 0.366
0.135 -0.335 0.034
-0.240 -0.155 -0.107
-0.068 0.149 0.120
0.026 -0.240 -0.102
-0.026 0.223 -0.105
-0.130 -0.169 -0.097
-0.030 0.184 -0.039
-0.009 0.102 -0.021
0.005 -0.034 -0.057
-0.004 0.066 0.073
0.035 0.001 -0.021
0.012 -0.003 0.031
0.008 0.010 -0.038
-0.019 0.016 -0.099
0.035 -0.008 0.009
-0.029 -0.033 0.038
0.020 0.010 -0.006
0.015 0.039 0.042
0.076 -0.061 0.003
-0.037 0.029 0.010
0.027 0.053 -0.121
0.080 -0.427 0.077
0.087 0.164 0.024
-0.066 0.046 -0.197
0.205 -0.170 0.189
-0.567 0.624 -0.111
-0.024 0.036 0.476
-0.087 0.074 -0.106
0.114 0.092 -0.155
-0.016 -0.109 0.257
0.176 0.267 -0.476
-0.014 -0.138 0.108
-0.120 0.022 -0.035
-0.034 -0.017 0.047
0.002 -0.033 -0.029
-0.011 0.021 0.004
-0.041 -0.058 -0.011
0.035 0.022 0.019
-0.012 0.029 0.022
-0.273 0.051 -0.001
0.204 0.450 -0.045
-0.118 -0.471 -0.016
-0.041 -0.077 0.044



Formula: C11H22BaFO9
Source: the Open Molecules 2025 dataset
Level of theory: ωB97M-V/def2-TZVPD

Summary:
**Energy relative to the best compared isomer or geometry (same formula, charge and spin)**: 334.5 kJ/mol
**LUMO energy**: 0.0357 Eh
**2S+1**: 1
**HOMO level**: -2.0 eV
**Charge**: -1

Each line ends with the Löwdin charge.
Geometry (Å):
1 Ba 0.3290 -0.0068 1.4282  1.991
2 F 2.7234 0.5891 0.0076  -0.756
3 C 1.9789 -1.0839 -4.3712  -0.049
4 C 0.9026 -0.6526 -5.2019  -0.404
5 C -0.5009 -0.2701 -4.5047  -0.288
6 O -1.2280 0.4664 -5.2713  -0.072
7 C -0.6462 -0.6260 -3.0946  -0.043
8 C 0.4047 -1.0295 -2.3557  -0.374
9 C 1.7492 -1.2842 -3.0329  -0.352
10 O 2.8677 -1.5047 -2.3507  -0.135
11 O 0.1689 -1.2302 -1.0895  -0.287
12 O 1.0490 -0.3101 -6.3728  -0.042
13 H 2.8789 -1.3641 -4.8984  0.096
14 H -1.6285 -0.4042 -2.7043  0.079
15 C -1.0349 2.6244 3.2115  -0.140
16 O 0.2583 2.0934 2.9812  -0.330
17 H -1.2396 3.4174 2.4921  0.092
18 H -1.8809 1.9682 3.4161  0.089
19 H -0.9298 3.0986 4.1873  0.082
20 H 0.9887 2.6340 3.2906  0.087
21 C 3.3162 0.6634 3.5735  -0.158
22 O 2.2377 -0.2397 3.5663  -0.234
23 H 3.8488 0.7289 4.5223  0.087
24 H 3.9825 0.4233 2.7450  0.091
25 H 2.9941 1.6791 3.3435  0.065
26 H 2.4140 -0.8285 4.3038  0.086
27 C -3.0066 -1.0572 0.1144  -0.119
28 O -2.4720 0.0984 0.8186  -0.256
29 H -2.2150 -1.7453 -0.1825  0.056
30 H -3.7630 -1.5608 0.7164  0.076
31 H -3.4726 -0.8032 -0.8376  0.086
32 H -3.1157 0.8105 0.8044  0.075
33 C -0.9639 2.8173 -1.3320  -0.125
34 O -0.0291 2.3093 -0.3762  -0.224
35 H -0.6041 2.7059 -2.3549  0.093
36 H -1.9038 2.2766 -1.2209  0.072
37 H -1.1883 3.8773 -1.2132  0.069
38 H 0.7599 2.8529 -0.3162  0.076
39 C -0.9711 -3.7784 1.1929  -0.161
40 O -0.0959 -2.8216 1.7886  -0.230
41 H -2.0335 -3.7593 1.4358  0.077
42 H -0.9435 -3.9394 0.1152  0.096
43 H -0.7534 -4.7734 1.5812  0.074
44 H 0.7679 -3.0609 1.4449  0.082

Cartesian forces, eV/Å:
1.682 -0.587 -3.552
-1.328 0.329 1.843
-2.977 -0.226 -1.749
0.319 0.944 0.697
0.286 1.787 -2.322
0.997 -2.378 3.137
-1.458 1.329 -3.493
-0.330 -0.888 1.829
5.598 -0.083 2.557
-3.837 -0.314 -0.351
0.908 -0.028 0.654
-0.299 -0.373 -0.705
0.307 0.175 0.482
-0.073 -0.015 0.595
0.785 2.239 1.668
-0.209 -1.280 -0.440
-0.398 -0.323 -0.197
0.530 -0.852 -0.890
-0.430 0.516 0.133
-0.419 0.321 0.126
1.002 1.003 -1.004
-0.428 -0.366 0.779
-0.069 -0.339 0.083
0.219 -0.100 0.111
-0.378 0.026 0.028
-0.362 -0.304 -0.163
-0.290 0.102 -0.350
0.044 -0.690 -0.160
0.355 0.343 0.398
0.087 -0.036 0.240
0.028 0.468 0.041
-0.053 -0.076 -0.162
0.206 0.068 -0.302
-0.781 0.046 0.552
0.037 -0.374 0.018
0.212 -0.194 -0.008
0.102 0.216 0.403
0.254 -0.155 -0.444
-0.497 -2.101 -0.001
-0.865 -0.040 -0.309
0.086 1.345 0.419
0.548 0.959 -0.189
0.543 -0.188 0.237
0.349 0.094 -0.239



Calculated F_max, 0.0165, 0.1197 hartree/bohr (same order as the records).